(a)
This record from the OMol25 dataset describes a single C3H4N2O molecule. The level of theory is ωB97M-V/def2-TZVPD.

```
! RIJCOSX wB97M-V def2-TZVPD def2/J DEFGRID3
* xyz 0 1
O 0.219 -1.858 0.201
C 0.180 -0.038 -1.378
C 0.490 -0.487 0.052
C -0.334 0.474 0.907
N -0.937 1.347 0.203
N -0.607 0.977 -1.150
H 0.871 -2.261 0.783
H 1.548 -0.240 0.248
H -0.369 0.545 1.990
H -1.059 1.541 -1.857
*
```

Summary:
- LUMO level (eV) = 0.284
- frontier orbital gap (eV) = 9.3

---

(b)
This record from the OMol25 dataset describes a molecular structure, C3H4N2O. The level of theory is ωB97M-V/def2-TZVPD.

```
! RIJCOSX wB97M-V def2-TZVPD def2/J DEFGRID3
* xyz 0 1
C 0.218 0.554 -0.958
C -0.391 -0.037 0.113
C -1.476 0.201 1.012
N 1.306 -0.321 -0.896
N 0.778 -0.856 0.357
O -1.793 -0.449 1.957
H 0.253 1.365 -1.600
H -2.011 1.404 0.596
H 2.270 -0.033 -0.994
H 0.847 -1.827 0.412
*
```

Summary:
- LUMO level (eV) = 0.527
- frontier orbital gap (eV) = 9.6

---

(c)
This record from the OMol25 dataset describes a single C3H4N2O molecule. The level of theory is ωB97M-V/def2-TZVPD.

```
! RIJCOSX wB97M-V def2-TZVPD def2/J DEFGRID3
* xyz 0 1
O -0.854 1.321 -0.194
C 0.836 0.314 -0.865
C 0.241 0.649 0.481
N -0.229 -0.596 1.019
N -0.235 -1.532 0.089
C 0.345 -1.033 -0.989
H -0.445 1.998 -0.762
H 0.702 1.292 1.234
H -0.762 -0.757 1.860
H 0.401 -1.655 -1.873
*
```

Summary:
- LUMO level (eV) = -0.759
- frontier orbital gap (eV) = 8.2

---

(d)
This record from the OMol25 dataset describes 2 unconnected molecules or ions with the total composition C3H4N2O. The level of theory is ωB97M-V/def2-TZVPD.

```
! RIJCOSX wB97M-V def2-TZVPD def2/J DEFGRID3
* xyz 0 1
N -1.531 1.080 -0.216
C -1.788 0.152 0.534
O -1.937 -0.770 1.233
C 1.414 -1.118 0.415
C 1.346 -0.135 -0.453
N 1.353 0.766 -1.284
H -2.195 1.799 -0.459
H 0.461 1.263 -1.326
H 1.753 -0.933 1.428
H 1.153 -2.127 0.121
*
```

Summary:
- LUMO level (eV) = 0.569
- SMILES string = C=C=N.N=C=O
- frontier orbital gap (eV) = 9.6

---

Which of them is most stable, and which least? Most stable: (d); least stable: (c).

---

(a)
This record from the OMol25 dataset describes a single C3H4N2O molecule. The level of theory is ωB97M-V/def2-TZVPD.

```
! RIJCOSX wB97M-V def2-TZVPD def2/J DEFGRID3
* xyz 0 1
C 1.304 -2.269 -0.046
C 0.142 -0.435 0.475
C -0.502 0.836 0.097
N 0.964 -2.357 1.160
N 0.292 -1.149 1.523
O 0.940 -1.058 -0.618
H 1.711 -3.059 -0.649
H 0.296 1.592 -0.013
H -0.948 0.796 -0.938
H -1.271 1.105 0.834
*
```

Summary:
- LUMO level (eV) = 0.870
- SMILES string = Cc1nnco1
- frontier orbital gap (eV) = 11.3

---

(b)
This record from the OMol25 dataset describes 3 unconnected molecules or ions with the total composition C3H4N2O. The level of theory is ωB97M-V/def2-TZVPD.

```
! RIJCOSX wB97M-V def2-TZVPD def2/J DEFGRID3
* xyz 0 1
C -0.882 -0.395 -0.220
C -0.145 1.200 -0.510
C 1.393 0.651 -0.001
H 0.116 0.016 1.825
H -1.280 -1.152 1.699
H -0.807 2.294 0.530
H -0.534 1.855 -2.133
N -0.712 -0.382 1.298
N 2.549 0.127 0.432
O -1.569 -1.246 -1.205
*
```

Summary:
- LUMO level (eV) = -1.510
- frontier orbital gap (eV) = 9.0

---

(c)
This record from the OMol25 dataset describes a single C3H4N2O molecule. The level of theory is ωB97M-V/def2-TZVPD.

```
! RIJCOSX wB97M-V def2-TZVPD def2/J DEFGRID3
* xyz 0 1
O 2.034 0.196 0.775
C 0.757 -0.038 0.375
C -0.041 -1.147 0.384
C -1.235 -0.564 -0.274
N -1.107 0.875 -0.512
N 0.102 1.064 -0.166
H 2.348 -0.655 1.110
H -1.149 -0.830 -1.347
H -2.241 -0.862 0.027
H 0.534 1.962 -0.373
*
```

Summary:
- LUMO level (alpha / beta) (eV) = -0.234 / -0.232
- frontier orbital gap (alpha / beta) (eV) = 8.2 / 8.3

---

Which of them is most stable, and which least? Most stable: (a); least stable: (b).

---

(a)
This record from the OMol25 dataset describes 2 unconnected molecules or ions with the total composition C3H4N2O. The level of theory is ωB97M-V/def2-TZVPD.

```
! RIJCOSX wB97M-V def2-TZVPD def2/J DEFGRID3
* xyz 0 1
N 1.735 -0.018 -0.196
C 0.756 -0.965 -0.283
C -0.142 -1.768 -0.314
O -2.996 0.430 0.199
N -1.957 1.035 0.191
C -0.978 1.658 0.171
H 1.867 0.502 -1.054
H 2.621 -0.391 0.125
H -0.945 -2.470 -0.336
H 0.037 1.983 0.208
*
```

Summary:
- LUMO level (eV) = 0.679
- SMILES string = C#[N+][O-].C#CN
- frontier orbital gap (eV) = 9.9

---

(b)
This record from the OMol25 dataset describes a molecular structure, C3H4N2O. The level of theory is ωB97M-V/def2-TZVPD.

```
! RIJCOSX wB97M-V def2-TZVPD def2/J DEFGRID3
* xyz 0 1
N -0.670 -1.102 -1.774
C 0.290 -0.222 -1.443
N 1.079 0.585 -1.170
C 0.655 1.297 1.253
C -0.276 0.401 1.346
O -1.224 -0.285 1.244
H -0.327 -1.992 -2.108
H -1.377 -1.183 -1.054
H 1.739 1.244 1.270
H 0.112 1.258 2.436
*
```

Summary:
- LUMO level (eV) = 0.602
- frontier orbital gap (eV) = 10.3

---

Which of them is most stable, and which least? Most stable: (b); least stable: (a).

---

(a)
This record from the OMol25 dataset describes a molecular structure, C3H4N2O. The level of theory is ωB97M-V/def2-TZVPD.

```
! RIJCOSX wB97M-V def2-TZVPD def2/J DEFGRID3
* xyz 0 1
O -1.462 1.587 0.091
C -0.646 0.531 -0.239
C 0.584 0.278 0.455
N 0.959 -1.018 0.495
N 0.479 -1.843 -0.367
C -0.631 -0.479 -1.134
H -1.192 1.898 0.978
H 1.362 1.019 0.521
H 1.444 -1.293 1.359
H -0.896 -0.680 -2.159
*
```

Summary:
- LUMO level (alpha / beta) (eV) = 0.621 / 0.622
- frontier orbital gap (alpha / beta) (eV) = 8.3 / 8.3

---

(b)
This record from the OMol25 dataset describes a single C3H4N2O molecule. The level of theory is ωB97M-V/def2-TZVPD.

```
! RIJCOSX wB97M-V def2-TZVPD def2/J DEFGRID3
* xyz 0 1
O 0.250 1.977 -0.448
C 0.019 0.652 -0.152
C 0.996 -0.440 -0.224
N 0.690 -1.584 0.252
N -1.999 -0.535 0.784
C -1.113 0.144 0.293
H 0.104 2.171 -1.380
H 1.902 -0.197 -0.783
H 1.409 -2.279 0.100
H -2.253 0.098 1.539
*
```

Summary:
- LUMO level (eV) = 0.480
- SMILES string = [H]/N=C/C(O)=C=N
- frontier orbital gap (eV) = 9.0

---

(c)
This record from the OMol25 dataset describes a molecular structure, C3H4N2O. The level of theory is ωB97M-V/def2-TZVPD.

```
! RIJCOSX wB97M-V def2-TZVPD def2/J DEFGRID3
* xyz 0 1
N -1.299 1.599 0.845
C -0.564 0.697 0.358
O -0.707 -0.582 0.598
C 0.246 -1.451 -0.014
C 1.228 -0.688 -0.891
N 0.924 0.529 -0.793
H -1.076 2.550 0.566
H 0.767 1.495 -0.835
H -0.306 -2.178 -0.616
H 0.787 -1.970 0.782
*
```

Summary:
- LUMO level (eV) = 0.689
- frontier orbital gap (eV) = 9.2

---

Which of them is most stable, and which least? Most stable: (b); least stable: (a).

---

(a)
This record from the OMol25 dataset describes a single C3H4N2O molecule. The level of theory is ωB97M-V/def2-TZVPD.

```
! RIJCOSX wB97M-V def2-TZVPD def2/J DEFGRID3
* xyz 0 1
N 1.920 -0.033 -0.292
C 0.611 -0.318 -0.066
N -0.156 0.837 -0.186
C -1.433 0.772 0.163
C -2.060 -0.381 -0.166
O 0.219 -1.451 0.238
H 2.174 0.937 -0.398
H 2.609 -0.690 0.035
H -1.936 1.704 0.435
H -1.947 -1.377 0.236
*
```

Summary:
- LUMO level (alpha / beta) (eV) = -1.338 / -1.335
- frontier orbital gap (alpha / beta) (eV) = 7.7 / 7.7

---

(b)
This record from the OMol25 dataset describes a single C3H4N2O molecule. The level of theory is ωB97M-V/def2-TZVPD.

```
! RIJCOSX wB97M-V def2-TZVPD def2/J DEFGRID3
* xyz 0 1
C -0.177 0.663 0.476
C 1.039 -0.949 -0.133
C -0.169 -1.017 -0.781
H 0.256 2.161 1.552
H 1.900 -1.557 -0.038
H -0.709 -1.764 -1.426
H -1.846 0.311 -0.656
N 1.027 0.180 0.664
N -0.894 0.015 -0.392
O -0.427 1.957 0.734
*
```

Summary:
- LUMO level (eV) = 0.753
- SMILES string = Oc1ncc[nH]1
- frontier orbital gap (eV) = 9.0

---

(c)
This record from the OMol25 dataset describes 2 unconnected molecules or ions with the total composition C3H4N2O. The level of theory is ωB97M-V/def2-TZVPD.

```
! RIJCOSX wB97M-V def2-TZVPD def2/J DEFGRID3
* xyz 0 1
N 1.702 -0.090 -0.522
C 0.436 -0.570 -0.291
C -0.445 -1.425 -0.215
O -2.353 -0.186 0.179
N -1.751 0.865 0.158
C -0.657 1.333 0.018
H 1.912 0.803 -0.100
H 2.427 -0.767 -0.323
H -1.108 -2.258 -0.170
H -0.172 2.292 -0.015
*
```

Summary:
- LUMO level (alpha / beta) (eV) = 0.338 / 0.338
- SMILES string = C#[N+][O-].C#CN
- frontier orbital gap (alpha / beta) (eV) = 9.3 / 9.3

---

Which of them is most stable, and which least? Most stable: (b); least stable: (c).

---

(a)
This record from the OMol25 dataset describes a single C3H4N2O molecule. The level of theory is ωB97M-V/def2-TZVPD.

```
! RIJCOSX wB97M-V def2-TZVPD def2/J DEFGRID3
* xyz 0 1
N -0.911 1.137 0.225
C -0.696 -0.229 0.184
O -1.527 -1.043 -0.131
C 0.815 -0.684 0.559
C 1.177 -0.432 -0.823
N 0.956 -0.067 -1.900
H -1.864 1.392 -0.004
H -0.236 1.744 -0.228
H 1.396 -0.076 1.273
H 0.890 -1.743 0.846
*
```

Summary:
- LUMO level (eV) = 0.638
- SMILES string = N#CCC(N)=O
- frontier orbital gap (eV) = 11.1

---

(b)
This record from the OMol25 dataset describes a molecular structure, C3H4N2O. The level of theory is ωB97M-V/def2-TZVPD.

```
! RIJCOSX wB97M-V def2-TZVPD def2/J DEFGRID3
* xyz 0 1
C -1.230 0.025 -0.619
N 1.215 -1.277 1.039
C -0.181 0.917 -0.011
C 1.215 -0.053 0.617
O -0.365 2.035 0.362
N 1.729 0.577 -0.297
H 2.135 -1.661 1.221
H -1.291 0.235 -1.695
H -2.187 0.239 -0.144
H -1.040 -1.036 -0.472
*
```

Summary:
- LUMO level (alpha / beta) (eV) = -1.554 / -1.548
- frontier orbital gap (alpha / beta) (eV) = 7.3 / 7.3

---

Which of them is most stable, and which least? Most stable: (a); least stable: (b).